1 | # C7H12

C7H12 in the gas phase (ωB97M-V/def2-TZVPD, the Open Molecules 2025 dataset).

Output
**LUMO**: 1.091 eV
**Highest occupied orbital energy**: -8.40 eV
**Kohn-Sham gap**: 9.5 eV
**Molecular weight**: 96.173 g/mol

Structure (ORCA input):
```
! RIJCOSX wB97M-V def2-TZVPD def2/J DEFGRID3
* xyz 0 1
C 0.571 0.849 1.651
C 1.047 0.966 0.221
C 1.121 -0.175 -0.750
C 0.472 -1.482 -0.330
C -1.048 -1.190 -0.185
C -1.322 0.260 -0.657
C -0.001 0.954 -0.815
H 1.375 0.604 2.345
H 0.167 1.833 1.924
H -0.241 0.130 1.791
H 1.818 1.721 0.107
H 1.196 0.060 -1.798
H 0.661 -2.272 -1.066
H 0.883 -1.873 0.616
H -1.622 -1.910 -0.773
H -1.369 -1.303 0.854
H -1.948 0.815 0.043
H -1.834 0.252 -1.628
H 0.073 1.763 -1.551
*
```


2 | # C7H12

C7H12 in the gas phase (ωB97M-V/def2-TZVPD, the Open Molecules 2025 dataset).

Output
**LUMO**: 1.021 eV
**Highest occupied orbital energy**: -8.94 eV
**Kohn-Sham gap**: 10.0 eV
**Molecular weight**: 96.173 g/mol

Structure (ORCA input):
```
! RIJCOSX wB97M-V def2-TZVPD def2/J DEFGRID3
* xyz 0 1
C 1.434 1.386 0.990
C 0.994 0.175 0.682
C 1.573 -1.044 1.328
C -0.143 -0.060 -0.252
C 0.247 -0.519 -1.653
C -1.391 0.196 0.104
C -2.568 0.123 -0.842
H 0.959 2.348 0.899
H 2.335 1.397 1.587
H 2.339 -0.859 2.087
H 0.783 -1.574 1.872
H 1.986 -1.793 0.649
H -0.013 0.291 -2.332
H 1.329 -0.649 -1.678
H -0.267 -1.430 -1.953
H -1.690 0.486 1.105
H -3.433 0.608 -0.395
H -2.318 0.540 -1.814
H -2.853 -0.921 -0.979
*
```


3 | # C7H12

C7H12 in the gas phase (ωB97M-V/def2-TZVPD, the Open Molecules 2025 dataset).

Output
**LUMO**: 1.099 eV
**Highest occupied orbital energy**: -8.53 eV
**Kohn-Sham gap**: 9.6 eV
**Molecular weight**: 96.173 g/mol

Structure (ORCA input):
```
! RIJCOSX wB97M-V def2-TZVPD def2/J DEFGRID3
* xyz 0 1
C 1.372 -1.830 0.566
C 0.839 -0.645 0.219
C -0.631 -0.517 0.563
C -1.125 0.630 1.014
C -2.569 0.907 1.396
C 1.546 0.334 -0.668
C 1.008 0.372 -2.090
H 2.431 -1.982 0.381
H 0.765 -2.677 0.849
H -1.077 -1.478 0.806
H -0.497 1.494 0.790
H -2.638 1.912 1.810
H -2.793 0.237 2.236
H -3.301 0.736 0.613
H 1.439 1.342 -0.254
H 2.568 -0.050 -0.692
H 1.252 1.344 -2.525
H 1.472 -0.384 -2.729
H -0.061 0.256 -2.283
*
```


Which of them is least stable? Easy: 1.


1 | # C7H12

C7H12 in the gas phase (ωB97M-V/def2-TZVPD, the Open Molecules 2025 dataset).

Output
**LUMO**: 0.719 eV
**Highest occupied orbital energy**: -9.51 eV
**Kohn-Sham gap**: 10.2 eV
**Molecular weight**: 96.173 g/mol

Structure (ORCA input):
```
! RIJCOSX wB97M-V def2-TZVPD def2/J DEFGRID3
* xyz 0 1
C 2.344 -1.451 -0.962
C 1.712 -0.163 -0.446
C 0.358 -0.385 0.231
C -0.291 0.910 0.722
C -1.608 0.714 2.365
C -1.816 0.782 1.078
C -2.899 0.765 0.031
H 2.515 -2.163 -0.141
H 1.695 -1.948 -1.699
H 3.311 -1.270 -1.450
H 2.394 0.321 0.268
H 1.583 0.537 -1.284
H 0.481 -1.082 1.072
H -0.315 -0.867 -0.489
H 0.343 1.364 1.515
H -0.318 1.655 -0.074
H -2.724 -0.085 -0.642
H -2.863 1.694 -0.558
H -3.903 0.674 0.464
*
```


2 | # C7H12

C7H12 in the gas phase (ωB97M-V/def2-TZVPD, the Open Molecules 2025 dataset).

Output
**LUMO**: 1.230 eV
**Highest occupied orbital energy**: -9.02 eV
**Kohn-Sham gap**: 10.2 eV
**Molecular weight**: 96.173 g/mol

Structure (ORCA input):
```
! RIJCOSX wB97M-V def2-TZVPD def2/J DEFGRID3
* xyz 0 1
C 0.969 1.174 2.080
C 0.193 0.166 1.232
C 0.971 -1.031 0.690
C 0.633 -1.299 -0.575
C -0.623 -0.523 -0.905
C -1.094 -0.280 -2.344
C -0.403 0.738 -0.058
H 1.782 1.633 1.505
H 0.310 1.979 2.430
H 1.404 0.699 2.966
H -0.647 -0.221 1.838
H 1.531 -1.695 1.343
H 0.810 -2.204 -1.151
H -1.274 -1.241 -0.387
H -0.385 0.337 -2.908
H -2.057 0.252 -2.380
H -1.234 -1.213 -2.901
H -1.264 1.404 0.088
H 0.378 1.326 -0.563
*
```


3 | # C7H12

C7H12 in the gas phase (ωB97M-V/def2-TZVPD, the Open Molecules 2025 dataset).

Output
**LUMO**: 0.031 eV
**Highest occupied orbital energy**: -9.65 eV
**Kohn-Sham gap**: 9.7 eV
**Molecular weight**: 96.173 g/mol

Structure (ORCA input):
```
! RIJCOSX wB97M-V def2-TZVPD def2/J DEFGRID3
* xyz 0 1
C -2.740 0.937 0.256
C -1.648 0.313 -0.610
C -0.421 -0.105 0.200
C 0.648 -0.774 -0.668
C 2.185 -2.325 0.308
C 1.936 -1.063 0.091
C 2.844 0.060 0.525
H -3.096 0.226 1.011
H -2.364 1.822 0.784
H -3.600 1.246 -0.347
H -2.051 -0.562 -1.138
H -1.341 1.027 -1.387
H -0.717 -0.802 0.994
H -0.002 0.778 0.703
H 0.243 -1.705 -1.086
H 0.902 -0.133 -1.524
H 2.319 0.749 1.196
H 3.176 0.626 -0.353
H 3.729 -0.316 1.045
*
```


Which of them is least stable? Easy: 1.


1 | # C7H12

2 unconnected molecules or ions with the total composition C7H12 (ωB97M-V/def2-TZVPD, the Open Molecules 2025 dataset).

Output
**LUMO**: 1.195 eV
**Highest occupied orbital energy**: -9.74 eV
**Kohn-Sham gap**: 10.9 eV
**Molecular weight**: 96.173 g/mol

Structure (ORCA input):
```
! RIJCOSX wB97M-V def2-TZVPD def2/J DEFGRID3
* xyz 0 1
C -1.456 1.014 -0.224
C -1.716 -0.529 -0.622
C -0.491 -1.210 -0.004
C 0.112 -0.286 1.035
C -0.069 1.083 0.442
H -1.587 1.659 -1.130
H -2.185 1.300 0.460
H -1.740 -0.579 -1.725
H -2.613 -0.951 -0.254
H 0.322 -1.496 -0.785
H -0.723 -2.213 0.351
H 1.138 -0.399 1.200
H -0.416 -0.334 1.971
H 0.750 1.156 -0.339
H 0.073 1.920 1.160
C 2.624 0.576 -0.506
C 2.442 -0.604 -0.181
H 3.026 1.454 -1.004
H 2.509 -1.563 0.156
*
```


2 | # C7H12

C7H12 in the gas phase (ωB97M-V/def2-TZVPD, the Open Molecules 2025 dataset).

Output
**LUMO**: 0.893 eV
**Highest occupied orbital energy**: -8.49 eV
**Kohn-Sham gap**: 9.4 eV
**Molecular weight**: 96.173 g/mol

Structure (ORCA input):
```
! RIJCOSX wB97M-V def2-TZVPD def2/J DEFGRID3
* xyz 0 1
C -2.022 -1.106 -1.780
C -1.308 -0.186 -1.106
C -0.888 -0.453 0.334
C 0.205 0.435 0.918
C -0.076 1.041 2.070
C 1.613 0.027 0.564
C 2.156 0.286 -0.837
H -2.035 -1.170 -2.864
H -2.801 -1.702 -1.308
H -1.433 0.888 -1.259
H -0.540 -1.467 0.527
H -1.851 -0.295 0.842
H -1.100 1.270 2.345
H 0.644 1.705 2.543
H 1.617 -1.061 0.738
H 2.239 0.268 1.429
H 1.447 0.266 -1.661
H 2.872 -0.524 -0.985
H 2.682 1.239 -0.907
*
```


Which of them is least stable? Easy: 1.